59
Properties=species:S:1:pos:R:3:forces:R:3:lowdin_charge:R:1 method="wB97M-V/def2-TZVPD" multiplicity=1 e_homo_ev=-12.1 de_lowest_kj_mol=91.57 mol_weight_g_mol=443.3 charge=+1 e_tot_ha=-1518.68601
C 4.665 1.338 2.271 1.1 0.3 -0.2 0.03
C 3.525 0.431 2.044 -2.5 0.6 -1.5 -0.20
C 3.304 -0.870 2.524 -1.0 -0.5 -0.9 0.07
C 2.105 -1.310 1.963 0.2 1.1 0.3 0.12
C 1.485 -0.296 1.038 5.9 -1.6 -2.3 -0.17
B 1.941 -0.675 -0.764 -0.5 0.1 -1.0 -0.38
O 1.811 -1.903 -1.332 -1.4 0.4 0.4 0.12
C 0.602 -1.585 -2.351 1.2 -1.2 1.1 -0.30
C 0.721 -2.462 -3.578 0.3 0.4 0.6 0.00
C -0.585 -2.014 -1.446 0.2 0.5 0.2 -0.02
C 0.853 -0.026 -2.564 -1.0 -0.1 -0.6 -0.41
C 0.923 0.445 -4.033 0.1 -0.4 -0.6 0.01
C -0.261 0.697 -1.847 -0.3 0.3 0.3 -0.03
O 2.026 0.334 -1.750 -0.2 -0.7 1.2 0.12
O 2.487 0.832 1.255 1.5 -0.4 0.9 0.05
H 5.565 0.767 2.569 -0.5 0.0 -0.3 0.11
H 4.925 1.916 1.361 -0.4 -0.3 0.4 0.12
H 4.548 2.069 3.090 -0.6 -0.3 -0.3 0.12
H 4.003 -1.383 3.183 -0.5 0.0 -0.2 0.14
H 1.478 -2.124 2.303 0.6 -0.5 -0.4 0.14
H -0.247 -2.352 -4.117 0.8 -0.3 0.1 0.12
H 1.579 -2.104 -4.163 -0.4 -0.5 -0.1 0.09
H 0.894 -3.494 -3.224 -0.3 0.4 -0.4 0.11
H -1.565 -2.151 -1.945 0.6 0.2 -0.1 0.12
H -0.371 -2.955 -0.882 0.1 0.8 -0.7 0.12
H -0.710 -1.187 -0.722 0.2 -1.0 -0.5 0.03
H -0.129 0.523 -4.431 1.0 0.0 0.5 0.12
H 1.411 1.439 -4.089 -0.4 -0.5 0.2 0.11
H 1.463 -0.230 -4.747 -0.3 0.6 0.9 0.09
H -1.257 0.170 -1.849 1.1 1.1 -0.4 0.12
H 0.145 0.751 -0.824 -1.0 0.0 -0.8 0.06
H -0.314 1.739 -2.172 -0.3 -0.2 -0.1 0.12
F -2.707 3.670 -2.822 0.0 0.3 0.9 0.11
C -2.890 4.174 -1.557 -0.6 0.6 -0.9 -0.50
F -2.295 5.402 -1.550 -0.7 -1.1 0.2 0.13
F -4.248 4.343 -1.432 1.5 -0.1 0.1 0.12
C -2.305 3.224 -0.540 0.5 0.4 0.3 -0.13
C -1.071 3.483 0.060 0.3 -0.1 0.3 0.01
C -0.426 2.480 0.794 -0.1 -0.4 -0.2 -0.03
C -0.944 1.170 0.885 0.8 0.4 -0.6 -0.12
C 0.164 0.077 1.444 -5.8 1.8 3.1 -0.12
C -0.718 -1.059 2.094 0.3 -1.2 0.7 -0.16
C -0.602 -1.508 3.431 -0.2 0.2 0.6 -0.05
C -1.470 -2.476 3.991 -0.1 0.8 -0.2 -0.05
C -2.486 -3.065 3.224 1.3 -0.4 -0.1 -0.06
C -2.433 -2.852 1.858 0.0 0.7 0.2 -0.05
C -1.654 -1.798 1.371 -0.4 0.4 -0.9 -0.09
C -2.295 1.001 0.445 0.4 -0.1 0.2 -0.01
C -2.944 2.027 -0.263 0.3 -0.4 0.5 0.00
H -0.558 4.446 -0.036 -0.4 -0.3 -0.1 0.13
H 0.569 2.668 1.222 -0.5 0.1 -0.3 0.12
H 0.530 0.709 2.265 -0.7 -0.1 0.7 0.16
H 0.088 -1.029 4.138 0.0 -0.2 -0.4 0.12
H -1.371 -2.738 5.050 0.0 0.3 -0.4 0.11
H -3.198 -3.752 3.652 0.1 -0.2 0.1 0.11
H -3.001 -3.447 1.147 -0.3 0.3 0.2 0.12
H -1.915 -1.453 0.378 0.3 -0.7 0.3 0.06
H -2.876 0.080 0.596 0.5 0.7 0.0 0.11
H -3.963 1.896 -0.611 0.1 -0.2 0.0 0.13